This record from the Open Molecules 2025 dataset describes 5 unconnected molecules or ions with the total composition C40H82F2N7O5S in a non-equilibrium geometry. The level of theory is ωB97M-V with the def2-TZVPD basis set.

The geometry in XYZ format:
```
137
Properties=species:S:1:pos:R:3:lowdin_charge:R:1
C 1.21 -2.83 7.19 -0.14
C -0.22 -2.00 7.41 -0.24
C -0.06 -0.47 6.84 -0.23
C -1.43 0.20 6.24 -0.17
C -0.99 1.19 5.01 -0.15
C -1.42 0.70 3.51 -0.16
C -0.28 -0.37 3.01 -0.15
C -0.42 -1.89 3.57 -0.09
C -1.95 -2.39 3.91 -0.11
F -2.06 -3.78 3.32 -0.15
C -0.13 -0.08 1.37 -0.25
C -1.43 -0.49 0.41 -0.10
C -1.86 -2.09 0.53 -0.19
C -2.35 -2.56 -1.00 -0.22
C -2.68 -4.16 -1.12 -0.23
C -1.82 -4.82 -2.39 -0.14
N 1.21 -0.67 1.08 -0.02
C 1.40 -1.24 -0.28 -0.21
C 1.48 -0.14 -1.52 -0.23
C 1.48 -1.01 -2.94 -0.13
C -0.05 1.59 1.49 -0.29
C 1.31 2.29 2.05 -0.11
C 2.65 2.20 1.11 -0.18
C 3.81 1.16 1.71 -0.19
C 5.03 1.94 2.49 -0.15
C 6.44 1.15 2.16 -0.21
O 6.57 -0.08 3.02 -0.26
C 7.69 -0.87 2.49 -0.15
N -0.74 2.05 0.24 0.04
C -0.20 3.15 -0.36 -0.49
S 0.76 4.53 -0.78 0.67
N -1.05 1.91 2.63 -0.06
C -2.13 2.94 2.42 -0.09
C -3.55 2.39 1.82 -0.09
F -4.63 3.22 2.47 -0.13
H 1.10 -3.98 7.41 0.08
H 1.64 -2.72 6.11 0.06
H 2.06 -2.44 7.93 0.09
H -1.13 -2.58 6.96 0.09
H -0.39 -2.01 8.59 0.12
H 0.30 0.20 7.76 0.13
H 0.85 -0.47 6.09 0.10
H -1.87 0.90 7.10 0.13
H -2.29 -0.56 5.99 0.11
H 0.18 1.37 5.14 0.13
H -1.48 2.26 5.24 0.13
H -2.55 0.39 3.58 0.16
H 0.73 -0.02 3.53 0.14
H 0.21 -2.06 4.56 0.10
H 0.06 -2.63 2.77 0.13
H -2.19 -2.52 5.05 0.11
H -2.80 -1.77 3.35 0.12
H -1.19 -0.34 -0.75 0.11
H -2.43 0.09 0.72 0.11
H -2.80 -2.22 1.21 0.11
H -0.96 -2.80 0.81 0.11
H -3.24 -1.85 -1.32 0.12
H -1.46 -2.33 -1.75 0.09
H -2.47 -4.77 -0.14 0.11
H -3.82 -4.24 -1.46 0.11
H -0.83 -4.23 -2.62 0.07
H -2.46 -4.80 -3.40 0.08
H -1.57 -5.93 -2.10 0.08
H 1.64 -1.20 1.86 0.12
H 2.48 -1.76 -0.28 0.15
H 0.66 -2.07 -0.63 0.10
H 0.60 0.63 -1.54 0.08
H 2.55 0.36 -1.47 0.10
H 1.90 -2.08 -2.65 0.09
H 2.23 -0.45 -3.66 0.09
H 0.38 -1.04 -3.33 0.07
H 1.07 3.46 2.16 0.13
H 1.66 1.91 3.12 0.14
H 2.42 2.02 -0.03 0.08
H 3.17 3.27 1.15 0.10
H 4.19 0.40 0.88 0.12
H 3.26 0.50 2.52 0.09
H 5.09 3.07 2.20 0.11
H 4.83 1.83 3.65 0.13
H 7.40 1.84 2.26 0.14
H 6.37 0.75 1.06 0.12
H 7.47 -1.37 1.44 0.10
H 8.67 -0.20 2.36 0.11
H 7.98 -1.75 3.21 0.10
H -0.43 2.42 3.33 0.13
H -1.77 3.90 1.81 0.16
H -2.38 3.37 3.50 0.16
H -3.65 2.61 0.66 0.13
H -3.76 1.25 1.99 0.12
C 4.39 7.95 0.89 -0.01
C 4.39 6.69 0.06 -0.55
O 4.60 5.58 0.55 0.00
N 4.13 6.82 -1.27 0.00
C 3.86 8.02 -2.02 -0.08
H 4.61 7.69 1.94 0.09
H 5.17 8.63 0.53 0.09
H 3.41 8.42 0.85 0.09
H 4.15 5.93 -1.77 0.14
H 2.88 7.92 -2.48 0.08
H 4.62 8.12 -2.80 0.09
H 3.87 8.91 -1.39 0.08
C 0.26 -7.67 -4.51 -0.01
C -0.39 -6.64 -5.39 -0.54
O -1.48 -6.15 -5.13 0.00
N 0.28 -6.27 -6.52 0.01
C 1.56 -6.73 -7.00 -0.08
H -0.38 -7.87 -3.65 0.08
H 0.40 -8.60 -5.06 0.09
H 1.22 -7.29 -4.14 0.09
H -0.22 -5.57 -7.07 0.13
H 2.22 -5.87 -7.08 0.08
H 1.42 -7.17 -7.99 0.09
H 2.00 -7.47 -6.33 0.08
C -8.87 4.47 1.03 -0.01
C -8.83 4.08 -0.42 -0.55
O -9.83 4.10 -1.13 0.03
N -7.63 3.70 -0.94 0.00
C -6.35 3.62 -0.27 -0.10
H -9.89 4.75 1.31 0.09
H -8.56 3.63 1.65 0.08
H -8.22 5.33 1.21 0.09
H -7.68 3.45 -1.93 0.14
H -5.65 4.28 -0.79 0.08
H -6.00 2.59 -0.35 0.08
H -6.41 3.91 0.78 0.06
C -0.04 -2.14 -7.24 -0.02
C 0.39 -2.76 -8.54 -0.55
O 1.37 -3.51 -8.62 0.02
N -0.34 -2.47 -9.65 0.00
C -1.50 -1.62 -9.76 -0.08
H 0.64 -2.46 -6.43 0.08
H 0.01 -1.05 -7.31 0.08
H -1.05 -2.46 -6.99 0.09
H 0.01 -2.92 -10.49 0.15
H -2.32 -2.22 -10.14 0.09
H -1.27 -0.82 -10.47 0.08
H -1.79 -1.18 -8.80 0.08
```

## Properties
Net charge: +1
Molar mass, g mol⁻¹: 811.20
E_LUMO, eV: -3.976
Orbital gap, eV: 6.5158
E, hartree: -2929.9732



This record from the Open Molecules 2025 dataset describes a molecular structure, C40H84BBr3ClF4I2LiMgN3O10PSSi in a non-equilibrium geometry. The level of theory is ωB97M-V with the def2-TZVPD basis set.

The geometry in XYZ format:
```
153
Properties=species:S:1:pos:R:3:lowdin_charge:R:1
C -6.86 2.37 0.28 -0.12
C -7.18 0.91 -0.13 -0.29
C -5.94 0.05 -0.32 -0.59
I -6.36 -2.02 0.12 0.96
C -5.15 0.28 -1.66 -0.48
N -6.10 0.47 -2.76 0.16
C -6.82 -0.43 -3.14 -0.81
S -7.58 -1.64 -3.79 0.74
C -4.13 -0.83 -1.84 -0.25
N -2.91 -0.52 -2.64 -0.35
I -3.35 -1.09 -4.63 1.10
C -2.28 0.86 -2.38 -0.37
C -1.30 1.09 -3.56 -0.21
C -0.19 2.16 -3.40 -0.20
C 1.18 1.51 -3.13 -0.21
C 2.33 2.48 -3.47 -0.19
C 2.68 3.40 -2.30 -0.20
C 3.65 2.70 -1.33 -0.21
C 4.43 3.66 -0.45 -0.20
C 3.54 4.45 0.54 -0.20
C 2.96 3.59 1.67 -0.21
C 3.93 3.44 2.84 -0.20
C 3.61 2.22 3.72 -0.17
C 4.31 0.95 3.25 -0.19
O 3.53 -0.21 3.63 -0.23
C 3.65 -1.25 2.67 -0.21
Si -1.37 0.71 -0.66 0.63
C -2.54 0.47 0.81 -0.15
C -0.35 2.17 -0.07 -0.17
C -0.18 -0.78 -0.65 -0.15
C -3.46 1.87 -2.35 -0.56
O -3.96 2.16 -3.64 -0.04
P -2.79 3.60 -1.75 0.80
O -3.30 3.74 -0.20 -0.37
O -3.59 4.73 -2.54 -0.44
O -4.48 1.52 -1.45 -0.05
H -7.35 2.58 1.23 0.08
H -7.17 3.07 -0.49 -0.05
H -5.79 2.46 0.46 0.05
H -7.90 0.84 -0.95 0.10
H -7.70 0.48 0.73 0.07
H -5.24 0.38 0.45 0.06
H -4.61 -1.67 -2.34 0.05
H -3.80 -1.28 -0.90 0.06
H -2.21 -1.21 -2.36 0.06
H -1.83 1.38 -4.47 0.07
H -0.77 0.15 -3.70 0.09
H -0.42 2.95 -2.69 0.05
H -0.05 2.66 -4.36 0.11
H 1.28 1.15 -2.11 0.08
H 1.31 0.64 -3.78 0.11
H 3.19 1.86 -3.73 0.11
H 2.05 3.07 -4.35 0.11
H 3.22 4.25 -2.72 0.12
H 1.80 3.81 -1.80 0.10
H 3.10 1.99 -0.70 0.09
H 4.37 2.16 -1.94 0.11
H 5.00 4.38 -1.03 0.11
H 5.12 3.07 0.15 0.10
H 2.73 4.95 0.00 0.10
H 4.17 5.23 0.97 0.11
H 2.10 4.14 2.05 0.11
H 2.57 2.63 1.31 0.09
H 3.87 4.32 3.48 0.11
H 4.96 3.37 2.48 0.11
H 3.90 2.42 4.76 0.11
H 2.54 2.01 3.72 0.12
H 5.29 0.85 3.72 0.12
H 4.39 1.00 2.16 0.11
H 2.91 -1.10 1.88 0.00
H 3.46 -2.25 3.11 0.01
H 4.65 -1.30 2.22 0.00
H -2.89 -0.55 0.94 0.02
H -1.92 0.67 1.69 0.04
H -3.33 1.22 0.85 0.03
H 0.47 2.49 -0.70 0.01
H 0.12 1.83 0.87 0.04
H -0.93 3.05 0.23 0.01
H 0.12 -0.99 -1.68 0.03
H -0.73 -1.63 -0.24 0.01
H 0.70 -0.57 -0.04 0.01
H -3.34 2.75 -4.08 0.09
H -4.21 4.13 -0.27 -0.04
H -4.59 4.48 -2.68 -0.11
Br -6.11 5.09 -1.50 0.02
B 6.40 -0.59 -1.53 -1.36
F 5.08 -0.85 -2.08 -0.03
F 7.01 -1.81 -1.24 0.11
F 7.14 0.13 -2.44 0.16
F 6.22 0.14 -0.33 0.06
C -1.27 -8.11 1.95 -0.10
C -2.68 -8.06 1.36 -0.22
C -2.95 -7.05 0.25 -0.11
N -2.77 -5.60 0.59 -0.25
C -3.31 -5.28 1.94 0.01
C -1.31 -5.17 0.46 -0.09
C -1.15 -4.82 -1.01 -0.16
C -2.44 -4.09 -1.34 -0.24
C -3.50 -4.73 -0.45 -0.09
H -1.01 -7.21 2.49 0.06
H -1.20 -8.93 2.66 0.08
H -0.52 -8.28 1.17 0.08
H -3.41 -7.93 2.16 0.11
H -2.90 -9.05 0.93 0.12
H -3.99 -7.16 -0.05 0.13
H -2.33 -7.26 -0.63 0.14
H -2.72 -5.79 2.70 0.10
H -4.35 -5.60 1.98 0.12
H -3.24 -4.21 2.10 0.11
H -1.17 -4.29 1.09 0.14
H -0.66 -5.97 0.78 0.11
H -1.06 -5.72 -1.62 0.12
H -0.27 -4.21 -1.19 0.12
H -2.68 -4.17 -2.42 -0.05
H -2.34 -3.03 -1.10 0.08
H -4.19 -5.36 -1.00 0.13
H -4.07 -3.97 0.08 0.04
Li 4.13 -3.96 2.85 0.68
Br -2.36 5.48 3.14 0.61
C -1.90 7.19 2.30 -0.70
C -2.47 7.29 0.91 -0.66
Br -1.43 6.23 -0.35 0.69
H -0.82 7.27 2.33 0.02
H -2.34 7.95 2.95 0.06
H -2.40 8.31 0.55 0.06
H -3.50 6.94 0.84 0.06
O 5.45 -1.47 5.34 -0.07
H 4.79 -0.85 5.01 0.00
H 6.23 -0.93 5.51 0.04
O 0.34 7.70 6.78 0.04
C 0.06 7.95 5.61 -0.28
C 1.56 7.48 4.60 -0.26
O 1.26 7.76 3.45 0.02
H -0.11 9.00 5.33 0.13
H -0.74 7.37 5.12 0.09
H 1.70 6.43 4.89 0.12
H 2.36 8.05 5.11 0.12
O 4.14 -4.73 0.68 -0.06
C 4.68 -5.27 -0.26 -0.55
O 5.72 -4.67 -0.81 -0.01
C 6.58 -5.26 -1.80 -0.21
C 6.03 -5.07 -3.19 -0.05
C 4.15 -6.55 -0.86 0.02
H 6.78 -6.31 -1.56 0.12
H 7.53 -4.73 -1.70 0.13
H 5.07 -5.57 -3.32 0.07
H 6.72 -5.47 -3.93 0.09
H 5.87 -4.01 -3.39 0.09
H 3.36 -6.30 -1.57 0.10
H 3.72 -7.15 -0.06 0.09
H 4.90 -7.16 -1.34 0.08
Mg 4.34 -1.43 -0.22 0.83
Cl -1.83 -3.69 -4.30 -0.43
```

## Properties
Molar mass, g mol⁻¹: 1505.27
E_LUMO, eV: -1.933
Orbital gap, eV: 3.4592
E, hartree: -12929.7568



This record from the Open Molecules 2025 dataset describes a molecular structure, C40H84F12K2N2O26S4 in a non-equilibrium geometry. The level of theory is ωB97M-V with the def2-TZVPD basis set.

The geometry in XYZ format:
```
170
Properties=species:S:1:pos:R:3:lowdin_charge:R:1
K -8.88 13.47 0.79 0.93
K 0.12 13.68 -3.58 0.90
C -3.39 12.07 0.03 -0.60
F -2.83 11.69 -1.18 0.08
F -4.70 12.30 -0.14 0.12
F -3.24 11.08 0.87 0.16
S -2.56 13.71 0.74 0.68
O -3.44 14.11 1.83 -0.30
O -1.20 13.36 1.11 -0.32
N -2.53 14.71 -0.68 -0.33
S -3.56 15.82 -0.41 0.56
O -4.92 15.27 -0.52 -0.35
O -3.29 16.67 0.78 -0.32
C -3.31 16.89 -1.97 -0.62
F -4.32 17.77 -2.06 0.13
F -2.15 17.53 -1.86 0.12
F -3.34 16.11 -3.10 0.09
C -8.48 10.67 -3.70 -0.73
F -7.40 11.12 -3.03 0.10
F -9.21 11.69 -3.90 0.18
F -8.10 10.20 -4.90 0.14
S -9.40 9.35 -2.79 0.68
O -10.77 9.46 -3.34 -0.32
O -8.73 8.10 -3.11 -0.29
N -9.36 9.77 -1.10 -0.34
S -9.70 8.42 -0.37 0.57
O -11.02 7.86 -0.76 -0.33
O -8.62 7.46 -0.35 -0.32
C -9.92 8.95 1.57 -0.61
F -9.01 9.86 1.93 0.09
F -11.16 9.43 1.80 0.10
F -9.76 7.91 2.38 0.13
C 2.27 22.67 -3.86 -0.13
O 3.65 22.47 -3.87 -0.18
C 4.00 21.23 -3.30 -0.19
C 5.53 20.87 -3.57 -0.15
O 6.39 21.95 -3.33 -0.16
C 7.73 21.75 -3.08 -0.16
C 8.48 23.24 -2.85 -0.09
O 8.27 24.23 -3.91 -0.18
C 8.71 25.44 -3.65 -0.19
H 1.64 22.05 -4.50 0.09
H 2.16 23.66 -4.31 0.09
H 1.95 22.68 -2.82 0.09
H 3.32 20.40 -3.53 0.11
H 3.73 21.41 -2.26 0.11
H 5.70 20.44 -4.56 0.12
H 5.74 20.08 -2.84 0.11
H 8.14 21.16 -3.90 0.11
H 7.80 21.10 -2.20 0.11
H 9.54 23.01 -2.88 0.11
H 8.28 23.53 -1.82 0.11
H 8.40 25.56 -2.61 0.08
H 8.29 26.18 -4.34 0.10
H 9.80 25.50 -3.58 0.09
C -3.96 3.02 -0.46 -0.14
O -4.37 1.93 -1.23 -0.18
C -4.67 0.78 -0.47 -0.19
C -5.06 -0.36 -1.38 -0.26
O -6.25 -0.22 -2.00 -0.09
C -6.77 -1.50 -2.40 -0.15
C -6.11 -2.29 -3.56 -0.19
O -6.03 -1.59 -4.82 -0.17
C -5.03 -2.19 -5.63 -0.13
H -3.39 3.71 -1.09 0.09
H -3.38 2.87 0.45 0.08
H -4.84 3.56 -0.12 0.09
H -5.36 1.01 0.33 0.13
H -3.66 0.62 -0.08 0.12
H -5.08 -1.21 -0.69 0.13
H -4.30 -0.48 -2.16 0.14
H -7.83 -1.35 -2.63 0.13
H -6.84 -2.15 -1.53 0.12
H -6.72 -3.16 -3.77 0.12
H -5.15 -2.75 -3.34 0.11
H -5.26 -3.26 -5.70 0.08
H -3.98 -2.12 -5.35 0.08
H -5.01 -1.77 -6.63 0.09
C -12.84 25.52 0.84 -0.10
O -11.43 25.43 0.56 -0.17
C -11.18 24.81 -0.70 -0.22
C -9.67 24.66 -0.88 -0.20
O -9.18 23.63 -0.04 -0.11
C -7.77 23.59 0.08 -0.18
C -7.13 22.42 0.93 -0.14
O -7.71 22.40 2.26 -0.19
C -7.30 21.36 3.03 -0.16
H -13.17 26.19 0.04 0.08
H -13.03 25.96 1.82 0.09
H -13.48 24.66 0.71 0.08
H -11.61 25.22 -1.61 0.12
H -11.54 23.79 -0.59 0.12
H -9.20 25.63 -0.76 0.13
H -9.63 24.41 -1.94 0.12
H -7.37 24.52 0.50 0.12
H -7.31 23.67 -0.90 0.12
H -6.06 22.54 1.02 0.12
H -7.29 21.48 0.40 0.12
H -7.84 21.20 3.96 0.09
H -6.25 21.65 3.14 0.09
H -7.45 20.40 2.53 0.08
C -0.67 9.95 -6.30 -0.10
O -0.38 11.29 -6.64 -0.19
C -1.21 11.76 -7.71 -0.22
C -0.47 12.64 -8.63 -0.27
O 0.24 13.60 -7.94 -0.11
C 1.25 14.33 -8.75 -0.14
C 1.80 15.58 -8.05 -0.19
O 0.80 16.33 -7.33 -0.19
C 0.04 17.24 -8.18 -0.08
H -0.30 9.27 -7.07 0.10
H -1.70 9.80 -5.97 0.10
H -0.03 9.79 -5.44 0.08
H -2.00 12.31 -7.21 0.13
H -1.72 11.13 -8.44 0.14
H -1.14 13.02 -9.40 0.14
H 0.12 11.92 -9.20 0.13
H 0.73 14.70 -9.63 0.11
H 2.12 13.73 -9.03 0.13
H 2.40 16.24 -8.67 0.13
H 2.44 15.07 -7.32 0.11
H -0.86 17.67 -7.73 0.09
H -0.20 16.80 -9.15 0.08
H 0.65 18.06 -8.56 0.08
C 6.95 13.46 6.88 -0.07
O 5.70 12.87 6.45 -0.19
C 4.98 12.17 7.42 -0.23
C 3.59 11.84 6.88 -0.15
O 2.89 12.92 6.18 -0.15
C 2.26 13.86 7.02 -0.19
C 1.67 14.99 6.09 -0.15
O 2.73 15.60 5.27 -0.19
C 2.31 16.68 4.44 -0.11
H 7.62 12.61 7.05 0.08
H 6.74 14.02 7.78 0.08
H 7.44 14.03 6.09 0.09
H 4.87 12.79 8.31 0.11
H 5.49 11.25 7.71 0.12
H 2.98 11.49 7.71 0.12
H 3.57 11.00 6.18 0.12
H 3.12 14.20 7.60 0.12
H 1.42 13.50 7.61 0.12
H 0.98 15.61 6.66 0.11
H 0.99 14.49 5.40 0.12
H 3.17 17.11 3.94 0.09
H 1.79 17.41 5.06 0.08
H 1.54 16.32 3.76 0.08
C -7.25 18.89 -8.78 -0.13
O -8.30 19.84 -8.75 -0.18
C -7.99 20.86 -7.77 -0.16
C -9.35 21.71 -7.70 -0.13
O -10.31 20.94 -6.94 -0.17
C -11.63 21.40 -6.83 -0.17
C -12.60 20.77 -7.96 -0.15
O -12.20 20.66 -9.34 -0.18
C -12.02 21.88 -9.99 -0.14
H -7.64 17.89 -8.96 0.08
H -6.77 18.83 -7.81 0.07
H -6.41 18.96 -9.48 0.08
H -7.18 21.45 -8.19 0.12
H -7.71 20.45 -6.80 0.12
H -9.63 21.86 -8.74 0.11
H -9.20 22.61 -7.09 0.12
H -11.59 22.49 -6.86 0.11
H -11.87 21.01 -5.85 0.12
H -13.59 21.24 -7.91 0.11
H -12.74 19.77 -7.57 0.11
H -11.75 22.76 -9.41 0.09
H -12.93 21.96 -10.57 0.09
H -11.29 21.79 -10.80 0.09
```

## Properties
Molar mass, g mol⁻¹: 1443.54
E_LUMO, eV: -1.636
Orbital gap, eV: 6.7451
E, hartree: -7630.5170